Record 1
Computed, not measured: C32H23AsN5O4RuS3 as an isolated structure, with ωB97M-V with the def2-TZVPD basis set.

```
69
Properties=species:S:1:pos:R:3:forces:R:3
Ru -0.59089 -0.44104 1.17038 -1.175 -2.548 0.761
O -4.31507 1.03487 -2.61372 0.060 -0.031 -0.166
C -3.37787 0.55859 -1.78218 -1.031 -0.628 0.521
O -2.21712 0.75272 -1.91838 0.944 -0.009 0.140
C -4.07301 -0.16092 -0.61208 -0.029 0.048 -0.807
C -5.42406 0.02012 -0.46193 -0.485 0.156 0.106
C -6.09189 -0.49156 0.65109 -0.152 0.226 -0.439
C -5.35529 -1.07898 1.64053 0.254 -0.308 0.546
C -3.99175 -1.27374 1.46699 0.132 0.584 0.120
N -3.41587 -0.91084 0.29970 0.386 -0.590 0.361
C -3.11131 -1.60080 2.71676 0.005 -0.490 -0.209
O -3.72075 -2.16519 3.60257 0.172 0.169 0.029
O -1.89794 -1.19989 2.71227 -0.273 0.443 0.126
H -3.84750 1.49763 -3.32617 -0.021 0.038 -0.037
H -5.94669 0.58082 -1.22048 -0.058 -0.032 0.071
H -7.16445 -0.37547 0.75230 0.082 0.035 -0.038
H -5.78329 -1.39759 2.58373 0.091 -0.015 -0.070
N 1.73747 -2.62458 2.43501 0.047 0.104 0.079
C 1.64506 -1.44834 3.09008 -0.126 0.190 -0.072
N 0.83044 -0.47250 2.74755 0.276 -0.174 0.039
C 0.88769 0.57498 3.64832 -0.330 0.048 -0.390
C 1.80707 0.45209 4.61757 0.252 0.111 0.268
S 2.61232 -1.06519 4.46219 0.147 -0.092 0.116
C -0.15552 1.57482 3.46250 0.036 -0.249 -0.269
C -0.54952 2.50409 4.34348 -0.049 0.268 0.208
S -1.95418 3.31187 3.76203 -0.055 0.155 0.050
C -1.91981 2.33044 2.35010 -0.376 0.172 -0.640
N -0.93939 1.47475 2.30133 0.815 -0.757 -0.266
N -2.84897 2.46179 1.36922 -0.011 -0.159 0.396
H 0.96106 -2.88328 1.84812 -0.106 -0.018 -0.126
H 2.24114 -3.38234 2.86267 0.022 0.021 -0.015
H 2.05492 1.13636 5.41603 -0.056 -0.107 -0.096
H -0.12959 2.73731 5.30997 -0.062 -0.051 -0.093
H -3.53869 3.18785 1.40817 0.031 0.078 -0.017
H -2.68752 1.99419 0.49955 0.228 -0.082 -0.253
C 5.22731 -2.27769 0.10964 -0.021 0.000 0.019
C 4.88446 -1.09568 0.75780 -0.018 -0.040 0.021
C 3.64922 -0.51100 0.52289 0.054 -0.058 0.010
C 2.75817 -1.09810 -0.37040 -0.037 -0.043 0.176
C 3.09975 -2.27398 -1.02108 0.136 -0.070 0.041
C 4.33596 -2.86507 -0.77678 -0.051 0.022 0.026
As 1.03261 -0.25742 -0.63405 -0.234 0.879 -0.057
C 1.61422 1.47491 -1.24871 0.061 -0.072 0.214
C 2.09852 2.52239 -0.48330 -0.033 0.066 -0.067
C 2.59105 3.65507 -1.12040 -0.034 -0.024 -0.012
C 2.56267 3.73489 -2.50896 -0.025 -0.027 -0.005
C 2.04869 2.69133 -3.26745 0.007 0.065 -0.063
C 1.57978 1.54461 -2.63651 -0.077 -0.125 -0.311
C 1.04146 0.33427 -3.31334 0.115 0.251 -0.028
C 0.91618 0.17128 -4.68742 -0.022 0.015 -0.089
C 0.40777 -1.01319 -5.20371 0.002 0.041 0.009
C 0.02849 -2.04685 -4.35616 -0.021 0.020 0.019
C 0.15372 -1.89555 -2.98034 0.019 0.101 -0.057
C 0.65546 -0.70781 -2.46975 -0.011 -0.170 0.113
H 6.19075 -2.73824 0.29521 -0.055 0.032 -0.016
H 5.57845 -0.63342 1.45012 -0.025 -0.009 -0.046
H 3.38730 0.40811 1.03358 0.000 0.032 0.019
H 2.41859 -2.72945 -1.72725 -0.021 -0.022 -0.022
H 4.59891 -3.78658 -1.28080 0.007 0.033 -0.013
H 2.08811 2.46688 0.59831 0.040 -0.012 0.045
H 2.99901 4.47200 -0.53807 -0.048 -0.012 -0.022
H 2.94205 4.62048 -3.00467 -0.018 -0.046 0.026
H 2.02260 2.77520 -4.34831 0.028 -0.002 0.070
H 1.22286 0.96225 -5.36213 -0.036 -0.037 0.028
H 0.30887 -1.13154 -6.27607 0.026 -0.001 0.046
H -0.35907 -2.97149 -4.76572 0.008 0.033 0.015
H -0.13585 -2.69812 -2.31967 -0.038 -0.081 0.066
S -1.66443 -2.94659 0.17315 0.514 -0.059 -0.181
C -2.01290 -1.36889 0.16507 0.220 2.812 0.093
```
Forces are in eV/Å.

## Properties
Orbital gap (alpha / beta) ... 6.71 / 6.71 eV
Charge ... +1

***

Record 2
Computed, not measured: one molecule with the formula C6H13BO, with ωB97M-V with the def2-TZVPD basis set.

```
21
Properties=species:S:1:pos:R:3:forces:R:3
B 0.94874 0.18718 1.27707 -0.096 1.233 1.006
C 1.15257 -1.07767 0.53022 -2.994 -2.927 -3.053
C -0.26517 -0.53673 -1.03332 2.655 0.778 4.231
C -1.04593 0.41980 -0.12777 -1.716 -0.437 -0.076
C 1.91419 0.81667 2.37026 0.434 1.585 -1.458
C -0.81942 -1.68981 -1.72734 -0.131 -2.110 -1.663
C -1.57612 1.71744 -0.82532 2.669 -1.008 -0.382
O -0.23961 0.82988 0.98966 0.038 0.360 0.058
H 2.00980 -1.45859 -0.06342 -0.536 0.258 0.839
H 0.52689 -1.92061 1.08159 1.457 1.405 -1.211
H 0.49567 0.01688 -1.54119 0.269 0.310 -0.749
H -2.01018 -0.06465 0.21444 1.232 -0.046 0.258
H 2.65206 0.19859 2.88416 -1.009 -0.448 0.840
H 1.31328 1.61412 2.93688 1.577 -1.083 -0.455
H 2.77343 1.25726 1.71528 -1.710 0.329 0.603
H -0.78105 -1.55843 -2.89200 -0.082 -0.481 2.146
H -1.84271 -1.93885 -1.42735 -0.078 0.399 -0.163
H -0.26774 -2.63062 -1.39815 -0.404 1.085 -0.966
H -1.85505 2.42260 -0.00709 0.533 -0.135 -1.050
H -2.44206 1.46651 -1.43560 0.057 0.121 -0.099
H -0.64158 1.92900 -1.52100 -2.164 0.813 1.344
```
Forces are in eV/Å.

## Properties
Orbital gap ... 9.16 eV

***

Record 3
Computed, not measured: C12H48N24O12V as an isolated structure, with ωB97M-V with the def2-TZVPD basis set.

```
97
Properties=species:S:1:pos:R:3:forces:R:3
V 0.35970 -0.39835 -0.33477 0.879 0.036 -1.097
C 0.65069 -3.54321 1.33702 -1.554 0.601 -5.555
O 0.64732 -2.53825 0.64985 0.089 2.193 0.535
N 0.00997 -4.59605 0.87254 -1.766 -2.752 -0.334
N 1.39089 -3.78637 2.32450 3.071 -0.381 4.972
H -0.50328 -4.53706 0.00468 0.200 -0.036 0.336
H 0.23981 -5.48576 1.29170 -0.563 -0.114 -0.569
H 1.94987 -3.01740 2.66556 0.186 -0.401 0.375
H 1.27251 -4.67629 2.78725 0.521 0.477 0.419
C -4.07698 0.01279 -3.56387 -5.459 2.482 -1.603
O -2.97716 -0.16914 -3.39779 11.797 -0.995 2.188
N -4.87680 -0.96914 -3.68886 -4.894 -5.294 -0.332
N -4.64497 1.16291 -3.80913 -1.781 2.959 -0.570
H -5.84757 -0.84416 -3.93801 0.241 -0.306 0.091
H -4.56324 -1.91997 -3.55580 -0.093 0.413 -0.030
H -4.15466 2.03655 -3.68081 -0.459 -0.314 0.084
H -5.65270 1.09722 -3.82522 0.286 1.099 -0.085
C 0.23875 -0.07094 3.20938 -1.463 -2.084 0.003
O 0.29828 0.04456 1.99834 0.283 0.958 0.339
N -0.05530 0.87065 4.15392 0.434 1.675 -1.173
N 0.18496 -1.29690 3.78907 0.932 -0.673 0.793
H -0.00570 1.77426 3.70545 0.052 0.609 0.515
H 0.49592 0.87248 5.00023 -0.128 0.010 0.142
H 0.05165 -2.14429 3.25592 0.076 0.382 0.276
H 0.06992 -1.24503 4.79116 -0.384 -0.827 -0.251
C 3.29972 -1.75810 -1.01350 -0.741 2.127 2.392
O 2.57966 -0.83785 -0.65313 -1.054 1.701 0.911
N 3.06434 -2.39385 -2.08029 -0.905 -3.636 -5.967
N 4.33598 -2.18219 -0.34054 1.755 -0.678 1.381
H 2.59898 -2.00303 -2.88701 -0.297 0.308 0.532
H 3.61068 -3.21174 -2.30975 0.019 0.210 -0.046
H 4.40553 -1.89183 0.62432 0.208 -0.010 -0.072
H 4.87207 -2.91605 -0.78117 0.295 0.221 0.797
C 0.43577 1.07762 -3.41928 1.946 1.707 -1.704
O 0.33452 0.60741 -2.33241 -0.708 -1.386 3.061
N 1.31756 2.08754 -3.71820 0.128 0.245 -0.435
N -0.17118 0.65545 -4.54168 -0.922 -0.340 -0.885
H 1.43375 2.24229 -4.70949 0.381 0.368 0.388
H 2.07218 2.39321 -3.12052 -0.391 -0.289 0.156
H -1.05164 0.16908 -4.45044 -0.085 0.096 0.157
H -0.11782 1.34695 -5.27590 -0.465 -0.441 -0.189
C 2.01969 2.30894 0.04762 6.065 3.106 0.330
O 1.04276 1.70868 0.11274 -6.989 -4.102 0.352
N 3.21891 1.81984 -0.23241 1.919 -1.425 -0.948
N 2.16117 3.59522 0.32982 -1.398 3.144 0.816
H 3.29242 0.81630 -0.14521 0.517 -0.065 -0.265
H 3.98818 2.46245 -0.10841 0.136 -0.890 -0.070
H 3.07409 4.02228 0.39540 -0.539 0.027 0.123
H 1.39801 4.01401 0.84197 0.290 0.332 -0.210
C -4.67650 2.40912 -0.41297 -3.115 0.184 -2.777
O -4.10055 1.46360 -0.86698 1.357 -2.542 -0.395
N -4.32468 3.15816 0.54145 3.579 2.436 5.295
N -5.86132 2.86199 -0.86001 -1.005 -0.974 -1.962
H -4.76850 4.05298 0.69118 0.272 -0.506 0.652
H -3.85219 2.62996 1.26108 0.445 1.070 0.277
H -6.30429 2.14451 -1.41598 -0.743 1.130 -0.368
H -6.15296 3.78889 -0.58448 -0.863 -0.715 -0.500
C 4.28571 -1.75962 3.10269 -0.530 1.843 -2.444
O 4.00862 -0.73324 2.45241 1.042 -0.635 0.382
N 5.22477 -2.65015 2.81923 2.877 -0.701 -1.974
N 3.51785 -2.23021 4.03062 -2.266 -0.671 2.745
H 5.85171 -2.42023 2.06149 0.159 -0.086 0.335
H 5.52202 -3.40360 3.42261 -0.103 0.370 0.010
H 2.74826 -1.64306 4.31885 -0.108 -0.578 0.316
H 3.66801 -3.21105 4.21906 -0.768 0.412 0.872
C -2.43091 -1.32849 0.73696 1.605 0.893 0.584
O -1.60587 -0.66954 0.17663 1.572 2.826 -1.840
N -2.78141 -2.48428 0.33859 -1.845 -4.367 -2.357
N -2.85155 -1.04472 1.91896 -1.853 2.363 4.764
H -3.60469 -2.85261 0.79317 0.151 -0.613 -0.743
H -2.51749 -2.68365 -0.61572 -0.413 -0.375 0.055
H -3.62437 -1.50188 2.38140 0.197 -0.017 -0.228
H -2.60219 -0.15047 2.31676 0.035 -0.138 -0.168
C -0.60282 -2.80297 -2.63867 -0.393 3.268 2.370
O -0.26617 -1.98952 -1.73740 -0.013 -1.511 -1.537
N 0.04538 -3.86964 -2.96145 3.190 -3.758 -0.698
N -1.71939 -2.64764 -3.31043 -2.682 0.609 -0.970
H 0.96999 -4.05538 -2.59993 -0.267 0.257 0.225
H -0.19978 -4.42757 -3.76687 -0.083 0.249 0.148
H -2.14570 -3.31550 -3.93680 0.570 -0.063 0.098
H -2.23168 -1.78494 -3.19460 -0.082 0.574 0.058
C -1.67249 4.09244 -1.96497 0.400 3.344 -1.231
O -1.31169 5.23795 -2.14459 0.382 1.041 -1.223
N -1.50242 3.53766 -0.82655 0.755 -3.115 5.088
N -2.30354 3.31209 -2.83010 -1.132 -1.270 -1.922
H -1.99373 2.68327 -0.60578 0.366 -0.042 0.135
H -0.86118 3.89020 -0.13041 -0.349 0.163 -0.482
H -2.59571 2.42748 -2.43999 -0.296 -0.118 -0.658
H -2.71954 3.73891 -3.64550 0.100 -0.196 0.211
C 2.55028 3.09949 4.32664 1.389 1.160 -0.002
O 1.40646 3.36921 4.59313 -1.495 0.027 0.441
N 3.63308 3.78210 4.68285 1.248 2.311 1.675
N 2.96353 2.10994 3.57532 -1.425 -4.813 -2.757
H 3.49265 4.48208 5.39728 0.350 0.026 -0.133
H 4.52154 3.30503 4.62666 -0.185 0.406 0.301
H 2.24404 1.43880 3.34727 0.152 0.114 -0.321
H 3.81448 1.87801 3.08319 0.154 0.681 0.580
```
Forces are in eV/Å.

## Properties
2S+1 ... 4
⟨S²⟩ ... 3.752
Orbital gap (alpha / beta) ... 7.23 / 8.42 eV
Charge ... +2

***

Record 4
Computed, not measured: a 2-piece molecular cluster, C2H8S4 overall, with ωB97M-V with the def2-TZVPD basis set.

```
14
Properties=species:S:1:pos:R:3:forces:R:3
C 1.42157 -1.37384 -0.50274 0.993 -0.127 -0.554
S 1.60803 -1.28243 1.29806 -0.315 0.033 -0.050
S 3.44637 -0.40373 1.46886 0.080 -0.202 0.115
H 1.79621 -2.33618 -0.85703 -0.383 -0.078 0.048
H 0.42512 -1.17020 -0.88226 -0.188 -0.104 0.327
H 2.10892 -0.65026 -0.94218 -0.206 0.190 0.089
H 3.02728 0.85597 1.59126 -0.014 0.284 -0.003
C -1.54053 1.06775 -0.89649 -0.730 0.065 0.194
S -2.95348 1.86572 -0.13809 -0.465 0.180 0.503
S -3.29969 0.62395 1.54230 -0.112 0.076 -0.398
H -1.84512 0.19151 -1.44627 0.014 -0.336 -0.182
H -1.18602 1.83411 -1.57369 0.528 -0.045 -0.097
H -0.86371 0.81478 -0.09481 0.637 0.081 -0.125
H -2.14494 -0.03715 1.43308 0.159 -0.016 0.133
```
Forces are in eV/Å.

## Properties
Structure (SMILES) ... CSS.CSS
Orbital gap ... 8.62 eV

***

Results for strongest force on any atom: 0.057; 0.101; 0.234; 0.022 (in Eh/bohr, following the order of the records).
Results for relative energy (zero: lowest compared OMol25 entry of this formula, charge and spin): 356.8; 179.0; 0.0; 52.9 (in kJ/mol, following the order of the records).